# C2HNO

One molecule with the formula C2HNO (ωB97M-V with the def2-TZVPD basis set, the OMol25 dataset).

Summary:
Highest occupied orbital energy   -11.68 eV
Energy above the lowest of the compared OMol25 structures with the same formula, charge and spin   0.5473 eV
Energy   -5626.0325 eV
Gap between HOMO and LUMO   11.0 eV
SMILES   N#CC=O

Structure (XYZ):
```
5
Properties=species:S:1:pos:R:3:mulliken_charge:R:1
N -0.60310 1.68817 0.59601 -0.307
C -0.29410 0.60613 0.23161 0.245
C 0.15565 -0.54621 -0.54791 0.163
O 0.65595 -1.48093 -0.07983 -0.347
H -0.19520 -0.32923 -1.63562 0.246
```